Formula: C39H50ClN7O6S2Sc
Source: OMol25
Level of theory: ωB97M-V/def2-TZVPD

Its energy relative to the best compared isomer or geometry (same formula, charge and spin) is 0.0 kJ/mol. Its multiplicity is 1. The lowest unoccupied orbital energy comes out at -0.06671 Eh. The calculation puts the HOMO energy at -9.882 eV. The HOMO-LUMO gap comes out at 8.067 eV. The calculated total energy is -4368.28657 hartree. Its net charge is +1.

Geometry as XYZ:
```
106
Properties=species:S:1:pos:R:3:forces:R:3:mulliken_charge:R:1
Sc -0.850114 0.771670 -0.569271 -0.2 0.4 0.0 -0.52
N -4.497383 2.326941 -2.516466 0.0 0.0 0.0 -0.42
C -3.680100 1.567099 -1.720187 0.0 0.0 0.0 0.39
S -2.951140 2.366566 -0.347953 0.0 -0.1 -0.1 -0.53
N -3.495251 0.332386 -2.080743 0.0 0.0 0.0 -1.14
N -2.644446 -0.324272 -1.196744 0.0 -0.1 0.0 1.23
C -2.943233 -1.538853 -0.929109 0.0 0.0 0.0 -1.10
C -2.321937 -2.321060 0.122151 0.0 0.0 0.0 0.96
C -2.772791 -3.631795 0.312685 0.0 0.0 0.0 -0.43
C -2.350878 -4.394886 1.381010 0.0 0.0 0.0 -1.21
C -1.493649 -3.821865 2.317472 0.0 0.0 0.0 -0.64
C -1.045660 -2.523379 2.161866 0.0 0.0 0.0 -0.41
C -1.417229 -1.755541 1.047872 0.1 0.0 0.0 -0.30
O -0.920167 -0.540366 0.891177 0.0 -0.1 0.2 0.56
H -4.843360 3.178951 -2.109516 0.0 0.0 0.0 0.22
H -5.143881 1.811843 -3.094474 0.0 0.0 0.0 0.26
H -3.789916 -1.980357 -1.454178 0.0 0.0 0.0 0.32
H -3.476223 -4.045767 -0.399423 0.0 0.0 0.0 0.61
H -2.705127 -5.408631 1.504028 0.0 0.0 0.0 0.43
H -1.185017 -4.391233 3.185536 0.0 0.0 0.0 0.47
H -0.410569 -2.065578 2.910896 0.0 0.0 0.0 0.43
N 3.334988 0.307181 0.349247 0.0 0.0 0.0 1.20
C 4.439609 -0.664396 0.660811 0.0 0.0 0.0 0.38
C 4.180709 -2.023863 0.020390 0.0 0.0 0.0 -1.69
C 3.029671 -2.799705 0.660191 0.0 0.0 0.0 0.43
N 1.771074 -2.137444 0.330603 0.0 0.0 -0.1 0.29
C 3.169754 -2.851177 2.181103 0.0 0.0 0.0 -1.55
C 3.406716 -1.487230 2.833985 0.0 0.0 0.0 0.03
N 2.221219 -0.599385 2.780526 0.0 0.0 0.0 -0.28
C 4.601887 -0.792909 2.172634 0.0 0.0 0.0 -1.34
H 2.980066 0.213013 -0.633617 0.0 0.0 0.0 -0.03
H 3.659095 1.266026 0.487864 0.0 0.0 0.0 0.08
H 2.564134 0.139428 1.021018 0.0 0.0 0.0 -0.53
H 5.342013 -0.233787 0.224111 0.0 0.0 0.0 0.38
H 5.101319 -2.603453 0.122487 0.0 0.0 0.0 0.59
H 4.002147 -1.902706 -1.051285 0.0 0.0 0.0 0.49
H 3.077518 -3.829951 0.283071 0.0 0.0 0.0 0.55
H 0.969600 -2.674456 0.645817 0.0 0.0 0.0 0.07
H 1.658890 -2.006494 -0.666109 0.0 0.0 0.0 -0.93
H 4.013759 -3.498095 2.435225 0.0 0.0 0.0 0.53
H 2.279056 -3.317925 2.611687 0.0 0.0 0.0 0.43
H 3.668352 -1.673049 3.878901 0.0 0.0 0.0 0.50
H 2.013182 -0.210737 3.690335 0.0 0.0 0.0 0.32
H 1.396542 -1.080764 2.441028 0.0 0.0 0.0 -0.23
H 5.506573 -1.377594 2.356634 0.0 0.0 0.0 0.57
H 4.757492 0.188400 2.623242 0.0 0.0 0.0 0.35
O 0.245875 2.061486 0.803585 -0.1 -0.1 -0.2 0.17
S 0.146230 2.131810 2.325135 0.1 -0.1 0.0 0.82
C -1.370578 3.059536 2.703349 0.0 0.0 0.1 -1.49
C -1.376359 4.516079 2.347721 0.0 0.0 0.0 0.14
C -1.507684 5.460337 3.361688 0.0 0.0 0.0 -0.26
C -1.483524 6.816815 3.071307 0.0 0.0 0.0 -0.74
C -1.315835 7.240228 1.761677 0.0 0.0 0.0 -0.42
C -1.183088 6.303040 0.745857 0.0 0.0 0.0 -1.34
C -1.215979 4.946755 1.031477 0.0 0.0 0.0 0.96
C 1.383807 3.378983 2.810077 0.0 0.0 0.0 -1.07
C 2.661827 3.303402 2.028694 0.0 0.0 0.0 0.21
C 2.692980 3.746544 0.705972 0.0 0.0 0.0 -0.09
C 3.886042 3.752267 -0.001005 0.0 0.0 0.0 -0.84
C 5.063098 3.324147 0.605611 0.0 0.0 0.0 -0.51
C 5.037797 2.888274 1.923061 0.0 0.0 0.0 -0.63
C 3.840096 2.872733 2.627665 0.0 0.0 0.0 -0.12
H -1.505755 2.910104 3.777777 0.0 0.0 0.0 0.63
H -2.145833 2.480891 2.192988 0.0 0.0 0.0 0.35
H -1.635541 5.133389 4.387231 0.0 0.0 0.0 0.39
H -1.596005 7.540118 3.867747 0.0 0.0 0.0 0.40
H -1.295861 8.297058 1.531789 0.0 0.0 0.0 0.41
H -1.066023 6.629649 -0.279224 0.0 0.0 0.0 0.46
H -1.135344 4.223567 0.230054 0.0 0.0 0.0 0.32
H 1.550241 3.197573 3.873600 0.0 0.0 0.0 0.63
H 0.930033 4.361346 2.688592 0.0 0.0 0.0 0.35
H 1.779542 4.093646 0.240469 0.0 0.0 0.0 0.42
H 3.905515 4.108604 -1.022717 0.0 0.0 0.0 0.43
H 5.996301 3.348873 0.058635 0.0 0.0 0.0 0.44
H 5.952617 2.572489 2.407608 0.0 0.0 0.0 0.41
H 3.827513 2.541206 3.659439 0.0 0.0 0.0 0.34
C -1.441322 2.102565 -4.319977 0.0 0.0 0.0 -0.99
C -0.292539 2.343371 -3.397818 0.0 0.0 0.0 0.66
N 0.875472 2.718343 -3.929437 0.0 0.0 0.0 -0.25
O -0.389784 2.171613 -2.175723 0.2 0.0 0.0 -0.35
H -1.289511 2.550727 -5.300118 0.0 0.0 0.0 0.53
H -2.357629 2.478431 -3.869442 0.0 0.0 0.0 0.16
H -1.536255 1.019773 -4.426737 0.0 0.0 0.0 -0.04
H 0.974587 2.879777 -4.915645 0.0 0.0 0.0 0.19
H 1.684728 2.781638 -3.332794 0.0 0.0 0.0 0.21
C -2.620332 -1.729380 -5.425853 0.0 0.0 0.0 -1.69
C -2.032156 -2.626193 -4.373241 0.0 0.0 0.0 1.08
C -2.749491 -3.726656 -3.926767 0.0 0.0 0.0 -0.69
C -2.208241 -4.605406 -3.002892 0.0 0.0 0.0 0.05
Cl -3.136310 -5.982670 -2.486168 0.0 0.0 0.0 -0.20
C -0.945781 -4.393819 -2.488383 0.0 0.0 0.0 -0.75
C -0.220996 -3.289025 -2.911947 0.0 0.0 0.0 -0.02
C -0.751331 -2.415915 -3.852434 0.0 0.0 0.0 0.63
O -0.077164 -1.322805 -4.337787 0.0 0.0 -0.1 -0.44
C 1.250968 -1.111830 -3.928962 0.0 0.1 0.0 -1.28
C 1.368635 -0.433679 -2.565751 -0.1 0.0 -0.1 0.48
O 2.483057 0.001727 -2.231947 0.0 0.0 0.0 -0.97
O 0.312555 -0.389256 -1.870598 0.1 0.1 0.3 1.45
H -3.686853 -1.588953 -5.254780 0.0 0.0 0.0 0.42
H -2.493882 -2.172626 -6.415983 0.0 0.0 0.0 0.36
H -2.141360 -0.755750 -5.444360 0.0 0.0 0.0 0.16
H -3.742524 -3.909164 -4.317771 0.0 0.0 0.0 0.48
H -0.533201 -5.074044 -1.756250 0.0 0.0 0.0 0.46
H 0.758921 -3.126640 -2.487382 0.0 0.0 0.0 -0.05
H 1.712824 -0.462515 -4.672102 0.0 0.0 0.0 0.45
H 1.829716 -2.040189 -3.912537 0.0 0.0 0.0 0.38
```
Positions in Å, forces in eV/Å.